Record 1
# C3H21Br2N4O3

A 6-piece molecular cluster, C3H21Br2N4O3 overall in a non-equilibrium geometry (the ωB97M-V functional and the def2-TZVPD basis, the Open Molecules 2025 dataset).

Gap between HOMO and LUMO in Eh: 0.3077
E_LUMO in eV: -9.37
Total charge: +3
Energy above the lowest of the compared OMol25 structures with the same formula, charge and spin in kcal per mole: 11.47
2S+1: 1

Each line ends with the Löwdin charge.
Atoms and positions in Å:
1 N 21.937478 3.849673 -5.963763  0.309
2 H 22.337474 4.492555 -6.648976  0.162
3 H 22.709194 3.379152 -5.485464  0.165
4 H 21.230300 3.199092 -6.381804  0.086
5 H 21.371015 4.356340 -5.283614  0.149
6 N 16.648982 5.330345 -4.971542  0.294
7 H 15.700319 5.147848 -5.328499  0.008
8 H 17.218676 4.661424 -5.540964  0.089
9 H 16.799917 5.136892 -3.986803  0.149
10 H 16.966062 6.248337 -5.289637  0.161
11 N 18.153664 1.468094 -4.253732  0.315
12 H 18.047400 2.155541 -3.512789  0.151
13 H 17.827567 0.507251 -4.122644  0.170
14 H 19.150919 1.295205 -4.418462  0.149
15 H 17.835821 1.954873 -5.128731  0.088
16 N 20.295499 2.202953 -10.128784  0.323
17 H 20.509492 1.378913 -10.694660  0.170
18 H 20.466557 2.088891 -9.123541  0.112
19 H 19.306402 2.460821 -10.207014  0.127
20 H 20.820473 2.982477 -10.532788  0.164
21 O 18.015541 2.749729 -8.651145  0.053
22 C 18.476609 2.912712 -7.406541  -0.712
23 O 17.620713 3.096784 -6.484037  -0.092
24 O 19.716368 2.740034 -7.192026  -0.063
25 H 17.050270 2.921131 -8.587283  -0.001
26 Br 13.662394 4.361740 -6.513406  0.654
27 C 13.132796 2.422933 -6.732934  -0.550
28 C 14.337467 1.611555 -7.190775  -0.622
29 Br 14.912025 2.150324 -8.991575  0.755
30 H 12.324221 2.417658 -7.459148  0.071
31 H 12.723401 2.060706 -5.792746  0.076
32 H 14.176620 0.537716 -7.225885  0.075
33 H 15.214999 1.845183 -6.593340  0.013

Cartesian forces, eV/Å:
-0.3 -0.2 0.3
-0.2 0.1 -0.1
-0.1 -0.1 0.0
0.3 0.1 -0.4
0.4 0.4 0.1
0.9 -0.5 -1.6
-0.5 0.0 0.4
-0.2 -0.2 0.2
-0.4 0.5 0.2
-0.3 0.3 0.6
1.3 -0.1 -1.1
-0.2 -0.7 0.7
-0.9 0.4 0.5
0.1 0.4 0.2
-0.3 -0.2 -0.4
-0.1 0.4 -0.7
-0.1 -0.2 0.2
0.1 0.0 0.0
-0.2 -0.3 0.0
0.2 0.0 0.2
0.4 0.7 0.6
0.7 -1.0 1.2
0.2 0.3 0.1
-0.5 0.3 -0.7
-0.3 -0.3 -0.5
-0.4 -0.9 0.0
0.4 0.1 -0.3
0.2 0.7 -0.1
-0.3 -0.2 0.1
0.1 0.2 -0.1
0.2 0.2 0.2
-0.3 0.1 0.0
-0.1 -0.2 0.2


Record 2
# C3H22O10S2

A 9-piece molecular cluster, C3H22O10S2 overall in a non-equilibrium geometry (the ωB97M-V functional and the def2-TZVPD basis, the Open Molecules 2025 dataset).

SMILES: O=C(O)CCSS.O.O.O.O.O.O.O.O
Gap between HOMO and LUMO in Eh: 0.3289
E_LUMO in eV: -0.26
Energy above the lowest of the compared OMol25 structures with the same formula, charge and spin in kcal per mole: 17.82
2S+1: 1

Each line ends with the Löwdin charge.
Atoms and positions in Å:
1 C 1.724735 2.250218 -0.454775  -0.149
2 C 0.363786 2.817366 -0.195287  -0.534
3 O -0.582573 2.058802 -0.782221  0.052
4 O 0.095049 3.721998 0.549456  0.110
5 C 2.295656 1.742172 0.888017  -0.582
6 S 2.425830 -0.019867 0.971377  0.439
7 S 2.396307 -0.461277 2.973527  0.342
8 H 1.644530 1.341503 -1.053328  0.075
9 H 2.342169 2.812297 -1.142925  0.125
10 H -1.510118 2.210983 -0.481450  0.068
11 H 1.680361 2.180264 1.683324  0.072
12 H 3.216452 2.250682 1.200310  0.082
13 H 1.099190 -0.761631 3.092871  -0.203
14 H 2.198494 -2.600614 -1.411784  0.048
15 H 1.178064 -3.238576 -2.445816  0.018
16 O 1.889237 -3.416944 -1.817662  -0.045
17 H -3.466827 -0.474985 1.772987  0.086
18 H -2.813762 -0.737772 0.227788  0.045
19 O -3.095901 -0.153256 0.952805  -0.065
20 H -3.699761 2.852980 -0.256762  0.079
21 H -3.544829 1.485664 0.065025  0.040
22 O -3.252414 2.090986 -0.658377  -0.057
23 H -4.395366 -1.623526 -1.318298  0.066
24 H -2.939591 -2.328533 -1.427814  0.043
25 O -3.657337 -2.033597 -0.864899  -0.029
26 H -0.367299 0.387162 -3.286008  0.069
27 H -1.193656 0.275713 -1.975990  0.041
28 O -0.372395 0.011574 -2.400120  -0.042
29 H -0.949596 2.044806 1.917401  0.003
30 H -1.750232 0.760594 1.512559  -0.010
31 O -1.416815 1.285890 2.279434  -0.079
32 H -0.249700 -4.200462 0.302495  0.032
33 H 0.434666 -4.133842 -1.032120  -0.022
34 O -0.195541 -4.691695 -0.529816  -0.082
35 H -1.141156 -2.967208 -3.024965  0.023
36 H -0.258006 -1.619724 -3.330872  -0.001
37 O -0.566140 -2.493229 -3.623628  -0.058

Cartesian forces, eV/Å:
0.4 -1.7 -0.4
-1.0 -0.7 -0.2
0.2 0.1 0.1
0.2 0.3 0.1
0.3 2.8 1.1
0.0 -0.9 -0.1
0.2 0.1 -0.1
-0.7 -0.1 -0.2
0.4 0.9 0.7
0.2 0.6 -0.1
-0.5 -0.8 -0.1
0.4 -0.4 -0.7
-0.2 0.1 0.0
-0.3 0.1 -0.3
0.2 0.6 -0.4
0.1 -0.4 0.1
0.1 -1.0 -0.3
-1.0 -0.9 1.0
0.3 1.6 -0.7
0.3 0.6 -0.8
0.7 -0.7 -0.7
-1.1 0.0 1.6
0.3 -0.1 -0.6
-0.5 0.0 -0.6
0.4 -0.1 1.0
-0.2 0.4 0.1
0.1 0.3 -0.1
0.4 -0.7 -0.4
0.0 0.1 0.1
0.2 0.6 0.9
0.1 -0.2 -0.4
-0.1 -0.4 -0.1
0.1 -0.7 0.4
-0.1 0.8 0.1
0.0 0.5 0.5
-0.8 -0.4 0.9
0.8 -0.5 -1.1


Record 3
# C3H22O8

A 8-piece molecular cluster, C3H22O8 overall in a non-equilibrium geometry (the ωB97M-V functional and the def2-TZVPD basis, the Open Molecules 2025 dataset).

Gap between HOMO and LUMO (spin up / spin down) in Eh: 0.0989 / 0.3670
E_LUMO (spin up / spin down) in eV: 2.60 / 2.54
Total charge: -1
Energy above the lowest of the compared OMol25 structures with the same formula, charge and spin in kcal per mole: 0.00
2S+1: 2

Each line ends with the Löwdin charge.
Atoms and positions in Å:
1 O -1.244969 0.302485 2.384353  -0.087
2 H -0.396359 -0.009375 2.698753  -0.012
3 H -1.634039 0.742375 3.140233  0.056
4 O 1.155121 -0.788455 2.540033  -0.154
5 H 1.979091 -0.769075 3.026783  0.024
6 H 1.211851 -1.579165 2.003563  -0.015
7 O -3.481199 -1.747945 1.459513  -0.067
8 H -2.591549 -1.541085 1.173193  -0.037
9 H -3.949889 -0.914975 1.407273  0.019
10 O -2.366069 -1.581215 -1.833377  -0.086
11 H -2.760139 -0.723975 -1.671867  0.015
12 H -1.772919 -1.715765 -1.094257  -0.041
13 O -0.954889 -1.521035 0.374923  -0.110
14 H -0.895779 -0.781215 0.979413  -0.007
15 H -0.049579 -1.809765 0.259753  -0.003
16 O -1.933109 2.998195 1.100523  -0.067
17 H -1.694199 2.074885 1.182093  -0.014
18 H -1.962629 3.318985 2.001883  0.019
19 O 1.704711 -2.543635 -0.099187  -0.267
20 H 1.602511 -3.433825 0.237493  -0.018
21 H 2.375031 -2.619375 -0.778277  -0.025
22 C 0.177571 0.973185 -2.125497  -0.055
23 C 1.491441 1.708675 -1.805357  -0.515
24 C 2.423911 1.068765 -0.805457  -0.093
25 O 2.040121 1.893945 -3.081417  -0.064
26 H -0.406479 1.584265 -2.813667  0.077
27 H -0.385329 0.748685 -1.219497  0.053
28 H 0.348251 0.008965 -2.604297  0.077
29 H 1.375341 2.710585 -1.392087  0.130
30 H 2.650041 0.012305 -0.949827  0.051
31 H 2.032641 1.133375 0.209843  0.064
32 H 3.319161 1.688975 -0.761067  0.074
33 H 2.592341 1.111215 -3.144497  0.080

Cartesian forces, eV/Å:
-0.9 0.8 -0.2
1.2 -0.4 0.2
-0.3 0.0 0.1
-0.4 0.6 0.3
0.4 0.0 0.2
0.2 -0.7 -0.5
-0.7 -0.1 0.3
0.4 -0.3 -0.1
-0.1 0.1 0.0
-0.6 -0.1 -1.2
0.0 0.1 0.1
0.3 0.1 0.5
0.0 -0.1 0.2
-0.1 0.5 0.2
0.8 -0.5 -0.4
-0.2 0.4 -0.3
0.2 -0.5 0.1
0.0 0.1 0.2
-0.8 0.9 0.5
0.0 -0.9 0.3
0.6 0.0 -0.6
0.0 0.2 1.2
-1.5 -0.1 0.3
0.1 0.0 0.4
1.7 0.0 -0.5
-0.1 0.0 0.1
-0.3 0.1 0.0
0.3 0.0 0.0
-0.8 0.2 -0.1
0.1 0.0 -0.3
-0.4 -0.1 0.0
0.4 -0.3 -0.2
0.3 0.0 -0.8


Record 4
# C3H24N2O8

A 9-piece molecular cluster, C3H24N2O8 overall in a non-equilibrium geometry (the ωB97M-V functional and the def2-TZVPD basis, the Open Molecules 2025 dataset).

SMILES: CC/N=C\N.O.O.O.O.O.O.O.O
Gap between HOMO and LUMO in Eh: 0.3347
E_LUMO in eV: 0.09
Energy above the lowest of the compared OMol25 structures with the same formula, charge and spin in kcal per mole: 14.10
2S+1: 1

Each line ends with the Löwdin charge.
Atoms and positions in Å:
1 C 0.556224 -3.196608 1.101396  -0.069
2 C -0.237612 -2.382252 0.050842  -0.299
3 N 1.494048 -0.051484 -0.119840  0.134
4 C 1.176793 -0.892658 -1.174242  -0.311
5 N 0.517761 -1.965134 -1.097621  -0.010
6 H 0.484467 -2.726981 2.078041  0.062
7 H 1.595930 -3.141562 0.815333  0.063
8 H 0.208391 -4.222070 1.063231  0.065
9 H -0.736419 -1.541124 0.554009  0.080
10 H -1.136199 -2.880187 -0.325022  0.100
11 H 1.033992 -0.232878 0.758007  0.055
12 H 1.740959 0.875256 -0.429269  0.050
13 H 1.565378 -0.516914 -2.114867  0.105
14 H 1.585723 3.408893 -0.444353  0.047
15 H 2.697002 3.088388 -1.402924  0.028
16 O 2.544782 3.317523 -0.476689  -0.061
17 H -3.878592 -1.646291 -1.864917  0.024
18 H -3.363363 -1.764508 -0.479192  -0.010
19 O -4.175067 -1.887268 -0.982337  -0.069
20 H -1.475719 -0.425907 -2.097648  -0.008
21 H -0.550103 -1.315282 -2.964980  0.015
22 O -1.236235 -0.638764 -3.006817  -0.069
23 H -1.484732 1.833012 2.724716  0.016
24 H -2.921428 1.142137 2.629577  0.053
25 O -2.314048 1.768767 2.226012  -0.068
26 H -2.285621 0.408348 0.824119  0.015
27 H -2.821985 1.094604 -0.465625  0.056
28 O -2.513112 0.256165 -0.112836  -0.064
29 H 3.497616 1.320877 1.825429  0.068
30 H 2.766939 2.703173 1.573950  0.035
31 O 2.746602 1.870511 2.061805  -0.048
32 H 0.211301 1.042504 3.378230  0.062
33 H 1.060450 1.395156 2.236527  0.007
34 O 0.193905 0.961422 2.413409  -0.084
35 H 0.660632 1.246924 -2.423133  0.019
36 H 1.387129 1.894743 -3.644504  0.063
37 O 1.404215 1.799470 -2.687817  -0.051

Cartesian forces, eV/Å:
-0.4 0.5 -0.9
-0.6 0.7 0.7
-0.1 -0.6 -1.2
0.2 0.3 1.7
-0.2 -0.5 -1.5
-0.2 -0.3 0.2
0.4 -0.3 -0.1
0.2 -0.2 0.5
0.5 0.4 0.1
0.4 -0.7 0.0
0.0 0.5 0.1
0.1 0.2 0.7
0.2 -0.5 -0.1
0.0 0.1 0.0
0.0 -0.1 0.1
-0.1 0.1 0.0
-0.2 0.0 -0.2
-0.1 0.2 0.2
0.1 -0.3 -0.1
0.1 -0.2 0.2
-0.1 -0.1 0.5
-0.2 0.5 -0.5
-0.4 -0.4 -0.3
0.2 0.2 0.5
-0.5 0.4 -0.2
0.0 0.5 -0.6
-0.1 0.1 0.3
0.4 -0.5 0.0
0.0 0.2 -0.3
0.5 -0.3 -0.4
-0.4 0.2 0.6
-0.1 -0.5 0.0
0.0 -0.3 -0.4
0.7 0.5 0.8
-0.3 0.0 -0.5
-0.3 -0.2 0.0
0.3 0.3 0.2


Record 5
# C3H25N2O7

A 8-piece molecular cluster, C3H25N2O7 overall in a non-equilibrium geometry (the ωB97M-V functional and the def2-TZVPD basis, the Open Molecules 2025 dataset).

Gap between HOMO and LUMO in Eh: 0.3873
E_LUMO in eV: -2.16
Total charge: +1
Energy above the lowest of the compared OMol25 structures with the same formula, charge and spin in kcal per mole: 0.00
2S+1: 1

Each line ends with the Löwdin charge.
Atoms and positions in Å:
1 N -0.816384 -1.275703 -0.025377  0.174
2 C 0.587828 -1.173286 0.447376  -0.138
3 C 1.524253 -0.812888 -0.695307  -0.213
4 N 1.174715 0.463828 -1.293018  -0.145
5 C 1.136788 1.574458 -0.329435  -0.079
6 H -0.985763 -0.653440 -0.822048  0.086
7 H -1.087429 -2.221980 -0.337340  0.105
8 H -1.496296 -0.914843 0.711125  0.093
9 H 0.648613 -0.429564 1.243398  0.106
10 H 0.924729 -2.112301 0.882312  0.134
11 H 2.556124 -0.875565 -0.331099  0.129
12 H 1.461779 -1.602799 -1.450560  0.130
13 H 1.884066 0.641220 -2.000626  0.073
14 H 0.212991 1.515939 0.249762  0.067
15 H 1.118279 2.510987 -0.882770  0.093
16 H 1.979072 1.561017 0.366449  0.090
17 H 3.708149 0.179132 -3.909670  0.056
18 H 4.319384 1.248908 -2.982669  0.057
19 O 3.633033 0.575258 -3.035844  -0.042
20 H -2.484267 0.700047 -1.075268  0.023
21 H -3.763718 1.431269 -0.589545  0.087
22 O -3.113504 0.774409 -0.328853  -0.032
23 H -2.916866 0.403677 1.092885  -0.030
24 H -1.904394 0.555935 2.243403  0.016
25 O -2.436207 -0.117120 1.757310  -0.088
26 H 0.104960 1.487658 3.198638  0.004
27 H -1.197400 2.293667 3.511433  0.069
28 O -0.777019 1.732404 2.852858  -0.062
29 H 2.304969 1.646716 4.000575  0.071
30 H 1.724440 0.341297 4.551346  0.072
31 O 1.666698 0.951370 3.807932  -0.035
32 H -0.402037 0.460701 -2.196746  0.018
33 H -1.606320 0.851667 -3.143119  0.080
34 O -1.352802 0.312433 -2.387940  -0.076
35 H -2.406647 -4.331393 -0.386973  0.073
36 H -2.125046 -3.905165 -1.806974  0.070
37 O -1.798773 -3.787962 -0.905629  -0.037

Cartesian forces, eV/Å:
-0.1 0.1 0.0
0.5 0.0 0.0
-0.1 -0.6 0.2
0.2 0.1 -0.2
-0.2 -0.2 -0.2
0.2 -0.3 0.1
0.0 0.1 0.1
-0.1 -0.1 0.4
-0.2 0.0 -0.1
-0.3 -0.1 0.0
0.0 0.3 0.2
-0.1 0.1 -0.1
0.0 0.2 0.0
0.1 0.1 0.1
0.1 0.0 0.1
0.1 0.1 0.0
0.1 0.1 0.0
0.0 -0.1 -0.1
-0.1 0.0 0.1
-0.1 0.1 0.0
-0.1 0.0 -0.1
-0.6 0.7 -1.5
0.0 -0.2 0.0
-0.1 -0.5 0.0
0.8 -0.3 1.4
-0.3 0.1 0.1
0.1 0.0 0.0
0.1 0.1 -0.1
0.0 0.0 0.0
0.0 0.0 0.0
0.2 0.0 0.0
0.7 0.2 0.0
0.1 -0.1 -0.1
-0.6 0.0 -0.2
0.2 0.1 0.2
0.2 0.1 0.0
-0.3 -0.3 -0.2


Record 6
# C3H25NO12

A 10-piece molecular cluster, C3H25NO12 overall in a non-equilibrium geometry (the ωB97M-V functional and the def2-TZVPD basis, the Open Molecules 2025 dataset).

Gap between HOMO and LUMO (spin up / spin down) in Eh: 0.3966 / 0.1702
E_LUMO (spin up / spin down) in eV: -2.93 / -9.09
Total charge: +1
2S+1: 2

Each line ends with the Löwdin charge.
Atoms and positions in Å:
1 C 2.583260 0.237271 -1.257153  -0.110
2 C 1.866161 1.549866 -1.133406  -0.150
3 O 1.946384 2.053160 0.158236  0.087
4 N 1.780026 -0.825367 -0.698927  0.142
5 C 1.009755 -1.734871 -1.331738  -0.585
6 O 0.946747 -1.746635 -2.653458  0.139
7 O 0.338841 -2.575331 -0.754973  0.122
8 H 2.681248 0.088245 -2.404432  0.175
9 H 3.633436 0.162469 -0.842945  0.168
10 H 2.353265 2.374548 -1.750797  0.226
11 H 0.835859 1.625086 -1.409110  0.107
12 H 1.194847 2.580363 0.619505  0.064
13 H 1.432302 -0.730680 0.256334  0.130
14 H 0.869484 -0.934845 -3.187939  0.110
15 H -0.656466 2.873127 0.886235  0.103
16 H 0.114676 2.799299 2.245983  0.074
17 O 0.133002 3.279216 1.412450  -0.013
18 H 2.804234 1.069200 2.753570  0.107
19 H 2.259684 0.631010 1.404628  0.004
20 O 2.266711 0.335910 2.344503  -0.061
21 H -3.351761 -0.063741 -2.234353  0.111
22 H -2.563804 -1.203471 -1.445619  0.051
23 O -2.516529 -0.322391 -1.816960  -0.036
24 H -2.067084 -3.694350 -1.031425  0.055
25 H -1.735208 -2.692029 0.132333  0.004
26 O -2.419660 -3.308009 -0.206858  -0.075
27 H 1.532962 -1.215700 3.459971  0.036
28 H 0.798352 -2.276157 3.242406  0.052
29 O 0.662570 -1.522308 3.828287  -0.063
30 H -0.623394 1.525419 -3.387583  0.085
31 H -1.230017 0.406803 -2.663434  0.038
32 O -0.321950 0.808536 -2.803257  -0.081
33 H -3.738521 -1.135326 1.189229  0.064
34 H -2.285715 -1.110413 1.574338  0.057
35 O -2.915732 -0.773561 0.915778  -0.048
36 H -2.442171 1.095272 0.944639  0.001
37 H -2.052112 0.774798 -0.499893  0.001
38 O -2.069280 1.498844 0.176198  -0.086
39 H -0.209604 -0.050799 2.835244  0.045
40 H -0.208042 -0.022246 1.153151  0.010
41 O -0.636758 0.169786 1.981241  -0.059

Cartesian forces, eV/Å:
1.4 -1.6 -2.4
0.1 2.3 2.1
1.7 -0.9 -0.5
0.0 1.4 1.1
-2.4 -1.7 -1.5
0.5 -0.1 -1.2
1.0 1.0 0.7
-0.1 -0.1 2.0
-1.2 0.7 -0.3
0.1 -0.7 0.0
-0.9 -0.5 -0.8
-1.2 0.9 0.2
0.7 -0.2 -0.1
0.1 0.2 0.8
1.0 0.6 1.2
-0.2 -0.1 0.3
-1.1 -1.2 -1.9
-0.7 -1.2 -0.3
0.1 -0.2 1.2
1.0 1.6 -0.5
0.1 -0.5 0.4
-0.5 -0.6 0.3
0.1 0.8 -0.9
0.1 0.2 0.8
-0.5 -0.9 -0.6
0.4 0.5 -0.5
-0.6 1.2 1.3
-1.5 -1.3 0.2
2.1 0.0 -1.4
0.7 0.1 0.0
1.0 -0.4 0.5
-1.5 0.2 -0.8
-1.3 -0.6 0.2
-0.1 0.4 -0.1
0.9 -0.2 0.4
-0.4 -0.6 0.7
-0.4 0.8 0.8
1.2 1.1 -1.8
0.6 -0.7 -1.1
0.6 -0.3 0.4
-1.1 0.8 1.1